No. 1
The following is a quantum chemistry calculation of a molecular structure, C22H47AsAuO2Si4, from the OMol25 dataset.

Geometry as XYZ:
```
77
Properties=species:S:1:pos:R:3
Au 0.8995 -0.1307 0.9666
C 0.7630 -2.6590 -1.3341
C -0.5968 -2.2525 -1.8325
C -1.7137 -3.2499 -1.6175
O -0.8094 -1.1868 -2.3623
H 1.0823 -3.5804 -1.8273
H 0.7007 -2.8555 -0.2613
H 1.4773 -1.8548 -1.4940
H -1.4123 -4.2515 -1.9278
H -2.6024 -2.9332 -2.1582
H -1.9380 -3.2929 -0.5488
C 4.8281 -0.7637 -1.3154
Si 3.4958 0.5782 -1.3586
C 2.6085 0.4283 -3.0239
C 4.4093 2.2356 -1.3088
O 2.4824 0.4600 -0.1448
H 5.5859 -0.5909 -2.0865
H 4.3974 -1.7537 -1.4864
H 5.3282 -0.7784 -0.3447
H 3.0394 1.0665 -3.8003
H 1.5592 0.7031 -2.8957
H 2.6272 -0.6013 -3.3922
H 4.8405 2.5000 -2.2781
H 5.2195 2.2075 -0.5761
H 3.7256 3.0339 -1.0109
C -0.6126 -0.7324 2.0042
C -1.6168 -0.5104 2.9371
C -2.6857 -1.4313 3.1458
C -3.7056 -1.1617 4.0321
C -3.7247 0.0260 4.7655
C -2.6817 0.9396 4.5976
C -1.6523 0.6841 3.7188
H -2.6904 -2.3487 2.5699
H -4.5092 -1.8799 4.1545
H -4.5309 0.2320 5.4584
H -2.6813 1.8655 5.1629
H -0.8456 1.3953 3.5909
C -3.6469 0.8491 -3.0211
Si -2.1891 2.0215 -3.2120
C -0.9468 1.2777 -4.4022
C -2.8220 3.6082 -4.0154
As -1.1808 2.2218 -1.0964
Si -0.0357 4.2598 -1.1918
C 1.1020 4.2117 -2.6859
C 1.0168 4.3594 0.3628
C -1.0831 5.8258 -1.2913
Si -3.0451 2.8048 0.2040
C -2.4372 3.6884 1.7506
C -3.9148 1.2037 0.6457
C -4.3153 3.9569 -0.5901
H -3.9543 0.4757 -4.0022
H -4.5055 1.3478 -2.5667
H -3.3655 -0.0058 -2.4057
H -1.4216 1.1391 -5.3791
H -0.6040 0.3089 -4.0395
H -0.0743 1.9180 -4.5399
H -3.2465 3.3520 -4.9920
H -2.0157 4.3237 -4.1867
H -3.5971 4.1000 -3.4281
H 1.7419 3.3284 -2.6586
H 1.7450 5.0974 -2.6845
H 0.5495 4.1983 -3.6270
H 1.3921 3.3726 0.6422
H 0.4582 4.7680 1.2072
H 1.8801 5.0068 0.1821
H -1.6349 5.8890 -2.2303
H -0.4308 6.7023 -1.2229
H -1.8027 5.8827 -0.4725
H -1.5266 3.2476 2.1541
H -3.2107 3.6244 2.5209
H -2.2474 4.7453 1.5447
H -3.1944 0.4141 0.8549
H -4.5580 0.8730 -0.1729
H -4.5332 1.3322 1.5392
H -3.8615 4.8383 -1.0444
H -5.0053 4.2966 0.1890
H -4.9033 3.4426 -1.3526
```

**ΔE to the lowest compared entry with this formula, charge and spin**: 9.42 kcal/mol
**Highest occupied orbital energy (spin up / spin down)**: -0.1211 / -0.1850 Eh
**Spin multiplicity**: 3
**Net charge**: -1
**Frontier orbital gap (spin up / spin down)**: 6.12 / 7.85 eV
**Largest force on an atom**: 0.19 eV/Å
**Expectation value of S²**: 2.05

No. 2
The following is a quantum chemistry calculation of 4 unconnected molecules or ions with the total composition C22H47BIN2O13PS2, from the OMol25 dataset.

Geometry as XYZ:
```
89
Properties=species:S:1:pos:R:3
C -2.0817 -2.3080 -1.7011
C -0.8134 -2.1161 -0.7204
C 0.0758 -0.9298 -1.3256
C 0.8042 -0.0136 -0.1889
N 1.0252 1.3178 -0.7907
C 1.0310 2.4812 0.1310
N 2.1472 2.5278 1.1129
I 1.8846 1.5121 2.8557
C -0.4036 2.9306 0.6775
S -0.3315 4.3101 1.9672
O -1.1863 1.9009 1.2993
C -2.2858 1.4475 0.4812
C -2.8067 0.0686 1.1842
C -3.6022 0.5287 2.5158
O -4.8119 0.2517 2.7155
O -2.9529 1.2436 3.5768
B -3.6062 2.4399 0.5279
O -3.6490 3.6322 1.3492
O -4.6969 2.0410 -0.3513
C -4.2612 2.1328 -1.7475
P 1.5297 3.9043 -1.1142
O 3.2255 4.2084 -1.0098
O 0.6545 5.3242 -0.8941
S 1.2151 3.3706 -2.9879
H -2.0496 -3.3215 -2.2483
H -2.1613 -1.5184 -2.5172
H -3.0712 -2.2724 -1.1183
H -1.0817 -2.0102 0.3761
H -0.1912 -3.0788 -0.8357
H 0.8590 -1.3069 -2.0788
H -0.5996 -0.1864 -1.8948
H 0.2998 -0.0701 0.8208
H 1.8397 -0.5127 -0.0533
H 1.9926 1.2905 -1.1687
H 3.0506 2.2607 0.7037
H -0.9392 3.4253 -0.2188
H -0.5088 3.6085 3.1703
H -1.9894 1.1509 -0.5784
H -1.9262 -0.5556 1.5853
H -3.5050 -0.5287 0.5202
H -3.4815 2.0526 3.7877
H -3.2485 4.3287 0.7713
H -3.2997 2.7637 -1.8455
H -5.0822 2.5336 -2.4327
H -3.9869 1.0944 -2.1608
H 3.6852 3.3491 -1.1745
H 1.1486 6.0602 -1.3294
C -0.6216 -7.9269 0.1678
C 0.6837 -7.1973 0.4142
O 0.4676 -5.7845 0.5539
C 0.1318 -5.1834 1.7054
C -0.3340 -6.0264 2.8602
O 0.1330 -3.9749 1.7825
H -1.3105 -7.8148 1.0077
H -0.4424 -8.9923 0.0079
H -1.1263 -7.5188 -0.7116
H 1.2338 -7.5952 1.2689
H 1.3335 -7.3227 -0.4543
H -1.4221 -6.0975 2.8368
H -0.0246 -5.5420 3.7882
H 0.0990 -7.0251 2.8779
C -2.6607 7.9722 -3.9149
C -1.9569 9.1203 -3.2207
O -0.9915 8.6375 -2.2747
C 0.2689 8.3006 -2.5865
C 0.6440 8.1306 -4.0316
O 1.0692 8.0632 -1.7065
H -1.9627 7.3614 -4.4908
H -3.4318 8.3465 -4.5918
H -3.1275 7.3116 -3.1802
H -1.5006 9.8210 -3.9239
H -2.6873 9.6936 -2.6454
H 0.5294 7.0819 -4.3109
H 1.6879 8.4240 -4.1539
H 0.0693 8.7568 -4.7114
C 3.9339 -4.5462 3.2113
C 3.5293 -6.0061 3.2074
O 3.4761 -6.5235 1.8693
C 4.5357 -7.0118 1.1997
C 5.9178 -6.7565 1.7328
O 4.3747 -7.5812 0.1449
H 4.9354 -4.4053 2.8000
H 3.9181 -4.1451 4.2271
H 3.2511 -3.9603 2.5906
H 4.1713 -6.6228 3.8411
H 2.5181 -6.0984 3.6110
H 6.3204 -5.8551 1.2692
H 6.5498 -7.6076 1.4742
H 5.9608 -6.6627 2.8164
```

**Highest occupied orbital energy**: -0.2984 Eh
**Spin multiplicity**: 1
**Net charge**: 0
**Frontier orbital gap**: 7.95 eV
**SMILES**: CCCCN[C@](NI)([C@H](S)O[C@@H](CC(=O)O)B(O)OC)P(O)(O)=S.CCOC(C)=O.CCOC(C)=O.CCOC(C)=O
**Largest force on an atom**: 4.36 eV/Å

No. 3
The following is a quantum chemistry calculation of 3 unconnected molecules or ions with the total composition C22H47BN5O6, from the OMol25 dataset.

Geometry as XYZ:
```
81
Properties=species:S:1:pos:R:3
C -5.0985 -0.8416 -8.4505
C -3.9266 -0.9044 -7.3550
C -2.8726 -2.0670 -7.2867
C -1.7909 -2.0653 -6.1476
C -1.7535 -0.9184 -5.0835
C -0.6870 -0.8870 -3.8534
N -1.2912 -0.0051 -2.8032
C -1.2382 -0.5771 -1.4794
N -2.1560 -1.5125 -1.1447
N -0.2295 -0.0926 -0.5198
C -0.8275 0.8134 0.5219
B -2.0723 1.7266 -0.0009
O -1.9231 3.1102 -0.4174
O -3.4448 1.2276 -0.0518
C -2.7705 0.2493 -5.1882
C -3.8579 0.2534 -6.3276
H -4.7553 -0.4965 -9.4800
H -5.9171 -0.1603 -7.9998
H -5.5704 -1.8978 -8.4680
H -2.9300 -2.9034 -8.0783
H -1.0278 -2.9230 -6.0738
H -0.5744 -1.9567 -3.4689
H 0.3128 -0.4981 -4.2531
H -0.9482 0.9650 -2.8367
H -1.9458 -2.3636 -0.6077
H -3.1484 -1.3301 -1.3846
H 0.2109 -0.8866 -0.0201
H -0.0051 1.5551 0.8653
H -1.1436 0.2580 1.4872
H -1.0519 3.4448 -0.0911
H -3.6720 0.9399 0.8625
H -2.8124 1.1537 -4.4848
H -4.6064 1.1129 -6.3837
C 5.0946 4.6934 1.8410
O 5.8041 4.2063 0.7119
C 6.1231 2.8175 0.8078
C 5.3259 2.0170 -0.2265
N 3.9038 1.9671 0.1249
C 3.0532 1.4402 -0.9455
C 2.9759 2.2494 -2.2493
O 2.3372 3.5137 -2.1080
C 3.1919 4.5649 -1.6776
H 5.0281 5.7797 1.7540
H 4.0799 4.2892 1.8694
H 5.6200 4.4536 2.7700
H 5.9761 2.4246 1.8176
H 7.1855 2.7216 0.5650
H 5.7171 0.9939 -0.2702
H 5.4757 2.4856 -1.2015
H 3.5861 2.9035 0.3499
H 2.0396 1.3757 -0.5327
H 3.3619 0.4149 -1.1740
H 2.3492 1.6788 -2.9441
H 3.9477 2.3518 -2.7432
H 4.2194 4.4384 -2.0277
H 3.1664 4.6472 -0.5892
H 2.8055 5.5033 -2.0815
C 0.2841 -0.6206 3.8836
O -1.0323 -1.1237 3.6986
C -1.0619 -2.3717 3.0041
C -1.5197 -3.4934 3.9414
N -0.4950 -3.7954 4.9418
C -0.9657 -4.6739 6.0180
C -2.0789 -4.1379 6.9319
O -1.6809 -3.0411 7.7474
C -1.7831 -1.7712 7.1232
H 0.2052 0.3939 4.2796
H 0.8368 -1.2268 4.6034
H 0.8262 -0.5788 2.9332
H -0.1026 -2.6102 2.5344
H -1.8078 -2.2701 2.2072
H -1.7186 -4.3966 3.3526
H -2.4526 -3.1769 4.4134
H -0.1742 -2.9285 5.3585
H -0.0937 -4.8892 6.6454
H -1.2814 -5.6285 5.5859
H -2.3373 -4.9431 7.6272
H -3.0016 -3.9092 6.3874
H -2.6014 -1.7253 6.3993
H -0.8356 -1.5102 6.6464
H -1.9701 -1.0256 7.8992
```

**Highest occupied orbital energy**: -0.3947 Eh
**Spin multiplicity**: 1
**Net charge**: +1
**Frontier orbital gap**: 5.87 eV
**Largest force on an atom**: 4.17 eV/Å